No. 1
83
Properties=species:S:1:pos:R:3:lowdin_charge:R:1 method="wB97M-V/def2-TZVPD" largest_force_ha_per_bohr=0.02582 homo_lumo_gap_ev="7.34 / 6.91" spin_multiplicity=5 e_homo_ha="-0.2665 / -0.2982" e_above_lowest_kcal_mol=4.7
Os 0.979 1.006 -0.167 1.365
Br 3.385 1.689 1.493 0.870
P -0.506 -0.498 -1.763 1.072
F -1.140 -4.093 7.626 0.135
F -2.759 -4.615 6.287 0.140
F -0.958 -5.804 6.311 0.137
O 1.050 3.367 -1.697 0.038
O 2.194 0.472 -1.731 -0.425
C -4.257 0.735 -0.522 -0.080
C 0.489 -1.132 2.217 -0.109
C -1.612 -4.223 -3.107 -0.075
C -1.383 0.273 -4.350 -0.061
C -0.750 -4.154 4.025 -0.009
C -0.722 0.631 -3.181 -0.315
C 4.120 1.968 -2.043 -0.053
C 0.880 2.902 2.311 -0.202
C -1.681 1.238 -5.304 -0.062
C 0.083 -2.010 3.278 -0.243
C 0.791 -0.384 1.306 -0.242
C 4.350 -0.515 -2.004 -0.032
C -3.106 0.587 -1.292 -0.089
C -1.672 -2.968 -2.513 -0.082
C -2.138 -0.350 -0.938 -0.361
C 2.786 3.035 3.846 -0.137
C -0.628 2.917 -3.947 -0.010
C 2.038 3.832 4.738 -0.076
C 3.159 0.619 -3.891 -0.031
C 3.442 0.650 -2.393 -0.706
C -3.494 -0.990 0.966 -0.064
C -0.827 -3.671 5.326 -0.131
C -0.293 -3.331 3.009 -0.020
C 0.644 -2.608 -3.080 -0.080
C 0.171 3.761 3.198 -0.160
C -2.347 -1.138 0.200 -0.109
C -1.323 2.565 -5.095 -0.060
C -0.315 1.945 -3.008 -0.227
C 0.698 -3.858 -3.677 -0.072
C -1.763 3.693 1.756 -0.066
C -1.418 -4.544 6.392 -0.591
C 0.207 2.374 1.162 -0.293
C 0.479 2.309 -1.793 -0.428
C -1.153 4.164 2.877 -0.036
C -0.432 -4.669 -3.688 -0.081
C 2.223 2.616 2.680 -0.568
C 0.771 4.205 4.405 -0.037
C -0.439 -2.372 5.611 -0.005
C 0.018 -1.548 4.594 -0.010
C -0.545 -2.154 -2.503 -0.349
C -4.450 -0.046 0.607 -0.080
C -1.083 2.782 0.920 -0.109
H 2.593 1.507 -4.187 0.086
H -5.003 1.467 -0.809 0.105
H -2.205 0.955 -6.210 0.107
H -2.968 1.210 -2.169 0.104
H -1.679 -0.757 -4.510 0.110
H 2.566 -0.264 -4.145 0.072
H -2.771 4.000 1.506 0.105
H 3.461 2.814 -2.250 0.077
H -2.597 -2.624 -2.067 0.104
H -3.632 -1.598 1.853 0.108
H 3.811 2.772 4.074 0.096
H 4.614 -0.446 -0.945 0.078
H 5.270 -0.509 -2.596 0.088
H 5.032 2.079 -2.637 0.092
H -1.592 -1.860 0.494 0.092
H -5.341 0.081 1.212 0.104
H -2.494 -4.853 -3.118 0.105
H 1.524 -1.971 -3.056 0.083
H -1.575 3.320 -5.830 0.107
H -0.213 -3.708 1.997 0.117
H -1.042 -5.173 3.812 0.123
H 0.190 4.845 5.060 0.113
H 3.834 -1.465 -2.163 0.077
H -0.487 -2.007 6.629 0.121
H 4.397 1.997 -0.992 0.011
H -0.390 -5.651 -4.143 0.104
H 4.091 0.595 -4.462 0.087
H 0.323 -0.530 4.807 0.120
H -1.623 2.372 0.075 0.076
H 2.486 4.158 5.668 0.106
H -0.307 3.937 -3.772 0.123
H -1.661 4.851 3.545 0.112
H 1.622 -4.204 -4.127 0.106

***

No. 2
17
Properties=species:S:1:pos:R:3:lowdin_charge:R:1 method="wB97M-V/def2-TZVPD" largest_force_ha_per_bohr=0.04647 total_charge=+2 homo_lumo_gap_ev="12.48 / 5.73" spin_multiplicity=2 e_homo_ha="-0.7595 / -0.7595" e_above_lowest_kcal_mol=15.0
O -1.613 0.844 -0.991 0.184
N -0.515 -0.231 1.386 0.180
C 1.374 -1.338 0.191 -0.047
C 0.971 -0.376 1.305 -0.182
C -0.730 1.336 -1.937 0.073
H 1.084 -0.946 -0.781 0.060
H -2.475 1.337 -1.033 0.212
H -1.197 2.027 -2.630 0.147
H 0.784 -2.254 0.303 0.098
H 0.131 1.819 -1.389 0.210
H -0.895 0.611 1.825 0.180
H 1.445 -0.734 2.214 0.145
H -0.260 0.404 -2.337 0.183
H -0.804 -1.042 1.950 0.189
H 1.396 0.599 1.091 0.125
H -1.103 -0.399 0.558 0.135
H 2.407 -1.657 0.273 0.109

***

No. 3
10
Properties=species:S:1:pos:R:3:lowdin_charge:R:1 method="wB97M-V/def2-TZVPD" largest_force_ha_per_bohr=0.04438 homo_lumo_gap_ev=11.83 e_homo_ha=-0.3990 e_above_lowest_kcal_mol=37.1 smiles=Cn1ncnn1
N 1.785 -0.537 -0.657 0.010
N -0.127 -0.264 0.076 -0.262
N 0.551 -0.881 -0.858 0.049
N 0.592 0.487 0.880 0.098
C -1.551 -0.002 0.172 -0.009
C 1.782 0.301 0.391 -0.232
H 2.642 0.775 0.809 0.095
H -1.922 -0.514 -0.689 0.076
H -1.804 1.053 0.137 0.089
H -1.947 -0.414 1.088 0.085

***

No. 4
69
Properties=species:S:1:pos:R:3:lowdin_charge:R:1 method="wB97M-V/def2-TZVPD" largest_force_ha_per_bohr=0.01708 total_charge=-1 homo_lumo_gap_ev=6.80 e_homo_ha=-0.1601 e_above_lowest_kcal_mol=1.4
Sb 1.326 -0.036 -0.360 1.514
Rb -2.515 -0.225 0.325 0.853
O -3.573 1.892 1.480 -0.376
O -0.468 3.487 -2.562 -0.104
N -1.689 -3.685 -0.455 -0.100
N -4.385 -2.169 -0.735 -0.038
N -2.778 2.340 0.558 -0.304
N -4.141 -3.263 0.006 -0.112
N -1.428 2.991 -1.640 0.034
N -1.089 -2.623 -1.014 -0.009
C 2.996 2.089 1.222 -0.136
C -5.655 -2.246 -1.114 -0.187
C -3.882 4.534 0.707 -0.056
C 2.387 -2.006 3.452 -0.093
C 3.511 0.933 -2.283 -0.145
C 5.513 -0.864 -1.636 -0.098
C -2.893 3.562 0.127 -0.344
C 1.699 -2.815 0.895 -0.135
C -1.683 5.383 -1.223 -0.026
C 2.300 -3.358 3.158 -0.098
C -1.331 -4.814 -1.089 -0.108
C 4.288 -0.920 -0.983 -0.121
C -1.980 3.932 -0.961 -0.321
C 0.634 2.517 1.165 -0.124
C 3.270 -0.022 -1.297 -0.393
C -0.351 -3.092 -2.014 -0.222
C 5.741 0.096 -2.611 -0.107
C 3.189 3.235 1.980 -0.098
C 1.954 -3.762 1.876 -0.082
C 4.735 0.997 -2.931 -0.100
C 1.803 -1.454 1.176 -0.382
C 2.101 4.022 2.336 -0.099
C 1.716 1.717 0.811 -0.392
C -5.246 -4.024 0.091 -0.117
C -6.261 -3.409 -0.619 -0.094
C -0.459 -4.486 -2.111 -0.089
C 2.139 -1.060 2.465 -0.117
C 0.826 3.661 1.929 -0.078
B -2.758 -3.555 0.651 -0.491
H -1.333 5.528 -2.241 0.065
H -4.378 4.031 1.537 0.059
H 6.697 0.143 -3.118 0.095
H -3.402 5.443 1.077 0.065
H 2.251 4.918 2.928 0.096
H -1.727 -5.767 -0.770 0.111
H 4.129 -1.667 -0.217 0.088
H 2.644 -1.681 4.454 0.098
H 1.396 -3.147 -0.089 0.077
H -0.371 2.279 0.827 0.057
H 4.189 3.517 2.290 0.096
H -5.229 -4.946 0.652 0.106
H -0.898 5.727 -0.543 0.087
H -2.448 -2.666 1.413 0.015
H 2.487 -4.096 3.929 0.096
H -2.565 5.995 -1.049 0.066
H -0.222 2.680 -3.019 0.069
H 2.212 -0.005 2.710 0.087
H 2.736 1.650 -2.542 0.092
H -0.033 4.270 2.195 0.105
H -4.646 4.834 -0.017 0.074
H -7.275 -3.746 -0.753 0.075
H 6.294 -1.570 -1.377 0.098
H 1.861 -4.815 1.641 0.102
H 4.906 1.754 -3.688 0.098
H 0.234 -2.412 -2.619 0.085
H 3.850 1.481 0.947 0.097
H 0.018 -5.147 -2.814 0.077
H -6.083 -1.466 -1.727 0.092
H -2.856 -4.615 1.215 0.067

***

No. 5
43
Properties=species:S:1:pos:R:3:lowdin_charge:R:1 method="wB97M-V/def2-TZVPD" largest_force_ha_per_bohr=0.11050 total_charge=+1 homo_lumo_gap_ev=8.85 e_homo_ha=-0.4711 smiles="CC(=O)N(C)[P@H](CCO[Si](C)(C)C)=C1C=CC=[N+]=C1"
P 0.812 -0.751 0.300 1.087
Si -3.527 -0.470 0.194 0.504
O -2.262 -1.681 -0.017 -0.290
O 3.118 -1.750 -1.167 -0.004
N 2.260 -1.451 1.070 -0.198
N 2.444 2.400 -2.341 0.038
C 2.322 3.566 -1.537 -0.065
C 3.364 -1.552 0.065 -0.397
C -4.220 0.152 -1.513 -0.192
C -4.984 -1.390 1.084 -0.184
C 2.654 -0.396 2.105 -0.139
C -1.538 -1.444 -1.250 -0.304
C 1.340 0.927 -0.374 -0.261
C 1.145 2.197 0.555 -0.024
C 4.926 -1.478 0.460 0.000
C 1.681 3.491 -0.137 -0.027
C -2.931 1.049 1.220 -0.182
C 0.004 -1.878 -0.963 -0.244
C 1.986 1.199 -1.749 -0.103
H -5.952 -1.007 0.618 0.043
H 1.746 0.153 2.536 0.077
H 2.702 4.569 -1.932 0.125
H -1.487 -0.325 -1.546 0.116
H 5.182 -0.626 1.173 0.080
H 0.695 2.159 1.597 0.099
H 3.284 0.422 1.580 0.096
H -1.888 0.853 1.654 0.005
H 1.620 4.466 0.468 0.103
H 5.279 -2.511 0.809 0.109
H -5.298 0.475 -1.326 0.051
H -0.161 -0.540 1.350 0.072
H -3.529 1.027 -1.824 0.044
H -3.630 1.245 2.109 0.052
H 2.122 0.257 -2.404 0.113
H 5.502 -1.258 -0.518 0.111
H -4.884 -1.125 2.206 0.045
H -1.918 -2.106 -2.105 0.144
H 3.344 -0.840 2.909 0.119
H -4.104 -0.655 -2.317 0.049
H -4.818 -2.514 0.973 0.044
H 0.588 -1.860 -1.956 0.109
H -0.029 -2.963 -0.578 0.128
H -2.959 1.965 0.520 0.050